{
  "formula": "C4H7ClNOP",
  "method": "ωB97M-V with the def2-TZVPD basis set",
  "orbital_gap_ev": [6.66, 6.66],
  "relative_energy_ev": 2.449,
  "total_charge": 0,
  "total_energy_ev": -29608.00742,
  "fmax_ev_per_a": 4.63,
  "symbols": ["Cl", "H", "O", "H", "H", "H", "C", "H", "C", "H", "C", "H", "P", "N", "C"],
  "xyz": [[3.347, 1.977, -0.160], [-0.640, 0.005, -2.130], [3.212, -0.957, -0.009], [0.699, -1.238, 2.101], [-1.043, -0.910, 0.298], [3.143, -1.766, 1.753], [-0.900, 0.716, -1.370], [-2.016, 1.049, -1.488], [2.562, -1.090, 1.235], [-0.253, 1.599, -1.265], [-0.725, 0.176, 0.056], [-1.161, 0.753, 0.818], [2.797, 0.238, -1.027], [0.762, 0.114, 0.473], [1.250, -0.786, 1.296]],
  "mulliken_charge": [-0.18, 0.28, -0.27, 0.37, 0.32, 0.41, -1.01, 0.29, -0.83, 0.26, -0.36, 0.32, 0.38, -0.36, 0.37]
}

---

{
  "formula": "C24H64O8",
  "method": "ωB97M-V with the def2-TZVPD basis set",
  "orbital_gap_ev": 9.87,
  "relative_energy_ev": 10.569,
  "total_charge": 0,
  "total_energy_ev": -42295.98995,
  "fmax_ev_per_a": 12.10,
  "symbols": ["O", "H", "H", "C", "H", "H", "C", "H", "H", "H", "H", "H", "H", "H", "O", "H", "C", "H", "H", "H", "H", "C", "H", "C", "H", "H", "C", "C", "H", "H", "H", "H", "H", "C", "O", "H", "H", "H", "C", "C", "H", "C", "H", "H", "H", "H", "C", "H", "H", "H", "H", "H", "C", "H", "C", "C", "H", "O", "H", "H", "H", "H", "H", "H", "H", "H", "H", "C", "C", "H", "H", "C", "H", "H", "H", "O", "C", "O", "H", "C", "C", "H", "C", "H", "H", "H", "C", "C", "O", "H", "O", "H", "H", "H", "H", "H"],
  "xyz": [[-9.779, -1.920, 24.877], [-8.632, -7.052, 25.657], [-12.349, -10.100, 24.168], [-13.752, -6.960, 24.877], [-19.203, -4.561, 19.328], [-12.172, -3.864, 25.930], [-9.622, -7.326, 25.312], [-11.655, -2.208, 24.523], [-10.716, -1.354, 27.219], [-13.646, -6.314, 25.815], [-11.232, -11.423, 22.498], [-13.166, -7.091, 20.902], [-14.383, -7.156, 17.098], [-14.629, -8.728, 18.941], [-10.827, -7.733, 23.523], [-7.948, -6.214, 23.475], [-17.883, -4.493, 22.095], [-12.810, -8.779, 17.861], [-13.507, -5.076, 19.901], [-13.655, -6.080, 18.055], [-11.010, -5.689, 20.285], [-14.398, -6.902, 18.159], [-16.431, -0.364, 23.468], [-11.363, -2.969, 21.604], [-14.643, 0.458, 24.724], [-17.196, -3.733, 22.589], [-13.145, -4.075, 20.107], [-15.389, -0.500, 23.074], [-13.721, -9.708, 22.997], [-17.500, -5.571, 22.269], [-13.857, -11.109, 24.021], [-13.874, -13.163, 22.643], [-16.431, -5.455, 19.730], [-13.435, -5.961, 23.679], [-12.741, -8.473, 18.750], [-10.602, -3.821, 26.885], [-12.459, -13.407, 23.628], [-14.635, -4.522, 22.488], [-14.406, -0.464, 24.283], [-11.043, -3.638, 25.890], [-10.991, -3.889, 19.701], [-12.344, -11.462, 22.463], [-10.551, -4.247, 25.069], [-14.010, -8.599, 21.054], [-9.631, -5.408, 23.410], [-13.394, -0.540, 24.037], [-10.918, -2.249, 25.317], [-14.666, -7.449, 24.786], [-11.139, -0.148, 26.026], [-8.964, -6.520, 22.101], [-15.539, -5.512, 23.454], [-9.910, -8.250, 25.854], [-13.854, -7.977, 19.078], [-13.716, -3.693, 20.850], [-15.374, -1.827, 22.442], [-14.565, -4.951, 23.507], [-15.404, -6.538, 18.361], [-15.187, 0.494, 22.307], [-11.355, -2.015, 21.056], [-16.851, -3.966, 18.955], [-12.362, -1.130, 26.658], [-9.173, -2.690, 25.128], [-18.454, -3.135, 20.620], [-11.356, -7.005, 23.810], [-12.159, -3.007, 22.296], [-10.311, -3.027, 22.036], [-15.768, 0.314, 21.558], [-9.668, -7.526, 23.873], [-18.081, -4.213, 20.630], [-14.658, -4.111, 24.194], [-18.847, -4.461, 22.653], [-13.962, -7.652, 20.556], [-13.322, -3.422, 19.219], [-16.225, -1.831, 21.786], [-12.964, -7.698, 24.985], [-18.941, -4.972, 20.166], [-11.678, -4.058, 20.572], [-12.370, -5.362, 23.648], [-12.295, -13.522, 21.918], [-9.008, -6.361, 23.164], [-11.342, -1.153, 26.346], [-14.942, -7.191, 20.678], [-13.092, -10.573, 23.458], [-12.062, -5.029, 22.750], [-14.523, -1.310, 25.023], [-14.432, -2.126, 22.052], [-16.768, -4.406, 19.877], [-12.805, -12.928, 22.720], [-12.792, -11.309, 21.259], [-15.849, -3.858, 20.379], [-11.269, -5.155, 21.038], [-12.047, -10.818, 20.874], [-13.533, -6.607, 22.804], [-9.213, -8.515, 23.679], [-15.607, -2.540, 23.314], [-10.114, -6.442, 25.649]],
  "mulliken_charge": [-0.58, 0.47, 0.02, -1.53, 0.40, 0.11, -1.46, -1.03, 0.39, 0.30, 0.45, -0.18, 0.48, 0.12, -0.32, 0.46, -1.02, 0.44, -0.83, 0.41, 0.39, -1.50, 0.28, -1.01, 0.48, 0.14, 1.34, 0.25, -0.04, 0.17, 0.44, 0.36, -0.05, 1.68, -0.50, 0.42, 0.42, -0.23, -1.59, -0.62, 0.60, 0.43, -0.07, -0.05, -0.15, 0.40, 1.77, 0.42, 0.42, 0.25, 0.16, 0.30, 0.30, -1.33, -0.65, -0.47, 0.26, -0.54, 0.44, 0.70, 0.34, 0.44, 0.26, 0.04, 0.00, 0.34, 0.38, 0.36, 0.28, 0.18, 0.44, 0.03, 0.56, 0.54, 0.25, -0.53, -0.23, 1.38, 0.36, -0.88, -1.61, 0.17, -0.52, -0.71, 0.31, 0.25, -0.66, -1.68, -0.53, -0.12, -0.42, 0.32, -0.82, 0.35, -0.20, 0.23]
}

---

{
  "formula": "C48H52BClFeN8O4",
  "method": "ωB97M-V with the def2-TZVPD basis set",
  "orbital_gap_ev": [6.58, 6.48],
  "relative_energy_ev": 0.390,
  "total_charge": -1,
  "total_energy_ev": -118313.46471,
  "fmax_ev_per_a": 1.23,
  "multiplicity": 2,
  "symbols": ["H", "H", "C", "H", "H", "C", "H", "H", "N", "C", "C", "H", "H", "C", "H", "H", "H", "C", "Fe", "H", "H", "C", "C", "C", "H", "H", "C", "C", "H", "H", "H", "H", "H", "C", "H", "C", "H", "O", "Cl", "H", "C", "H", "C", "H", "C", "H", "H", "N", "C", "C", "H", "H", "H", "H", "N", "H", "O", "C", "C", "C", "H", "C", "C", "C", "C", "B", "C", "C", "C", "N", "O", "H", "H", "C", "C", "N", "H", "H", "C", "C", "H", "H", "H", "C", "C", "H", "H", "C", "C", "O", "C", "C", "C", "H", "H", "C", "H", "C", "C", "H", "H", "C", "C", "H", "N", "H", "C", "C", "N", "H", "H", "H", "N", "C", "C"],
  "xyz": [[0.578, -3.483, 0.953], [5.779, 1.153, -0.047], [5.048, 0.859, -0.789], [0.076, -0.421, 6.519], [-1.787, -0.332, -1.756], [2.259, -0.340, -3.813], [0.490, -4.653, 3.109], [4.487, 1.099, -4.099], [-0.243, -1.900, -0.708], [-1.900, 2.176, -2.616], [-0.182, 3.913, 1.830], [-0.573, -6.310, 0.908], [3.948, 0.700, 1.648], [-2.325, -1.462, -3.478], [5.225, -1.962, 0.837], [3.832, -1.055, -5.135], [1.126, -5.852, 1.029], [-0.696, 6.184, 1.243], [-0.492, 1.257, 0.456], [-2.114, 3.916, -0.803], [-4.719, -4.610, 0.003], [0.803, 5.692, 3.173], [1.257, 3.358, 3.673], [-1.483, -3.667, 0.423], [5.197, -1.323, 2.484], [-2.180, -0.612, -4.148], [5.239, 1.236, -2.100], [0.424, 2.909, 2.667], [-2.989, -0.674, 0.201], [-1.423, -2.077, -3.504], [-2.293, 3.574, -4.304], [0.390, -3.779, -1.564], [6.106, -0.487, 1.226], [-1.487, -2.544, -0.422], [2.924, -1.246, 2.719], [4.310, 0.863, -3.056], [1.194, 0.241, -5.593], [-2.830, 1.590, -0.159], [-3.996, 2.037, 0.631], [1.043, 1.193, 5.006], [-2.667, -0.826, 1.216], [-4.688, -2.663, -1.490], [2.989, -1.458, -4.570], [1.801, -0.488, 1.601], [-2.663, -4.387, 0.572], [2.094, 5.037, 4.724], [-3.155, -2.062, -3.859], [-0.744, 1.905, -1.911], [0.161, -5.556, 0.613], [-1.856, -1.093, 3.825], [-3.531, -2.437, 4.061], [0.194, 4.097, -3.978], [1.363, -0.774, -3.370], [2.762, -2.552, -1.851], [2.166, 2.763, -0.002], [-2.829, 1.706, -2.358], [-3.594, 2.244, 1.991], [-0.420, -4.253, 2.657], [0.180, 2.669, -2.443], [3.915, -0.252, 1.105], [-0.601, -3.273, 3.085], [3.924, 0.143, -0.374], [2.733, -1.042, 1.662], [1.434, 4.740, 3.917], [1.809, 0.712, -4.823], [0.384, -0.578, -0.519], [0.672, -2.776, -1.298], [-0.243, -4.175, 1.143], [-1.657, 3.107, -3.575], [-0.904, 3.457, 0.773], [-5.002, 1.009, 0.548], [2.314, -1.948, -5.275], [-1.248, -4.909, 2.936], [-3.812, -4.030, -0.111], [2.939, -0.110, -1.332], [1.750, -0.845, -1.005], [-2.003, 6.373, -0.443], [6.118, 1.802, -2.380], [-1.455, 5.711, 0.213], [5.192, -1.043, 1.429], [-4.295, -2.148, 1.698], [-3.957, 0.498, -2.908], [2.660, 1.181, -5.321], [-1.366, -1.170, 5.156], [-3.413, -1.654, 2.079], [1.212, 1.488, -4.358], [-2.675, -5.250, 1.226], [-3.791, -2.929, -0.948], [-0.318, -0.370, 5.510], [-4.482, 3.259, 0.048], [-2.997, -1.796, 3.368], [-0.021, 5.280, 2.093], [-0.195, 0.684, 3.316], [0.933, 6.748, 3.373], [-0.604, 7.249, 1.427], [0.262, 0.562, 4.622], [-1.834, -1.846, 5.860], [-1.524, 4.318, 0.006], [1.844, -2.164, -1.445], [2.604, -1.999, 1.152], [-3.926, 0.519, -1.139], [-3.899, -0.129, -2.016], [-1.214, -0.252, 2.910], [3.380, -2.215, -3.892], [-1.602, -0.164, 1.605], [1.203, 2.737, -2.112], [-2.642, -2.160, -1.108], [1.278, 2.028, 0.100], [-0.321, 3.417, -3.448], [0.238, -5.583, -0.474], [1.836, 2.667, 4.261], [-4.801, -0.738, -1.997], [0.046, 1.624, 2.363], [3.157, 0.180, -2.695], [-2.620, -0.972, -2.056]],
  "mulliken_charge": [-0.73, 0.43, -0.87, 0.40, -1.16, 1.69, 0.50, 0.35, 1.00, -0.61, -0.41, 0.39, 0.25, -2.14, 0.39, 0.38, 0.44, -1.02, 0.30, 0.60, 0.35, -0.93, -0.72, 1.25, 0.45, 0.44, -1.59, 0.12, 0.05, 0.32, 0.48, 0.50, 0.41, -0.87, 0.66, -0.52, 0.46, -1.22, 2.55, 0.12, 0.07, 0.32, -1.74, -0.38, -0.23, 0.38, 0.39, 1.27, -1.90, 1.66, 0.39, 0.24, -0.65, 0.56, -1.10, 0.21, -0.68, -1.58, -1.61, 1.10, 0.31, 0.38, -1.68, -0.97, -1.38, 3.60, -1.20, 1.76, -1.43, 1.06, -0.72, 0.42, 0.26, -1.62, -0.25, 0.73, 0.49, 0.33, -1.58, -1.73, 0.73, 0.70, 0.33, -1.20, -1.67, 0.20, 0.35, -0.19, -0.95, -0.80, -1.41, 1.37, 0.66, 0.40, 0.38, -0.86, 0.41, -0.12, -1.35, 0.15, 0.68, -2.70, -1.13, 0.33, 1.47, 0.69, 0.47, 0.26, 0.10, 0.34, 0.42, 0.08, 1.18, 0.93, 2.73]
}